Density functional theory data (the ωB97M-V functional and the def2-TZVPD basis) for a structure of composition C4H4NO at a distorted geometry.

Geometry as XYZ:
```
10
Properties=species:S:1:pos:R:3:nbo_charge:R:1
C 1.5650 -0.2437 -0.2607 -0.079
C 1.0464 0.1409 -1.3513 0.491
C -0.9829 -0.2206 -0.7323 0.133
C 1.0981 0.0809 0.9642 0.150
N -0.2435 -0.0659 0.9808 -0.526
O -0.1623 0.4508 -1.5945 -0.403
H -1.2146 -1.2729 -1.0193 0.252
H -1.8812 0.5514 -0.5788 0.257
H 1.6511 0.4620 1.8488 0.279
H -0.8762 0.1169 1.7431 0.445
```

The HOMO-LUMO gap (spin up / spin down) comes out at 0.335 / 0.335 hartree. The relative energy (zero: lowest compared OMol25 entry of this formula, charge and spin) is 94.5 kcal/mol. Its multiplicity is 1. The value obtained for the HOMO energy (spin up / spin down) is -0.56724 / -0.56705 Ha. Its net charge is +1.



Density functional theory data (the ωB97M-V functional and the def2-TZVPD basis) for a structure of composition C4H4NO at a distorted geometry.

Geometry as XYZ:
```
10
Properties=species:S:1:pos:R:3:nbo_charge:R:1
C -1.1717 -0.8384 0.0088 0.688
C -0.6060 1.0570 0.0138 0.189
C 0.0301 -0.1313 0.0162 -0.155
C 1.4454 -0.4925 0.0086 -0.645
N -2.3933 -0.6200 -0.0162 -0.034
O -2.3091 0.6861 -0.0100 -0.169
H -0.4312 2.1119 0.0003 0.294
H 2.0632 0.3797 0.2303 0.275
H 1.7206 -0.8684 -0.9827 0.280
H 1.6519 -1.2842 0.7308 0.277
```

The HOMO-LUMO gap comes out at 0.302 hartree. The relative energy (zero: lowest compared OMol25 entry of this formula, charge and spin) is 117.3 kcal/mol. Its multiplicity is 1. The value obtained for the HOMO energy is -0.60926 Ha. Its net charge is +1.



Density functional theory data (the ωB97M-V functional and the def2-TZVPD basis) for a cluster of 2 separate species, C4H4NO2 in total at a distorted geometry.

Geometry as XYZ:
```
11
Properties=species:S:1:pos:R:3:nbo_charge:R:1
C -0.0942 1.5019 0.1815 0.237
C -1.8672 -0.7201 0.3456 1.049
C 1.3549 -0.3802 -0.0309 -0.602
C 0.2742 0.4749 -0.5887 -0.685
N -0.5116 2.4026 0.7921 -0.606
O -1.3373 -1.2141 1.2863 -0.579
O -2.5288 -0.6230 -0.5987 -0.563
H 1.0852 -1.3787 0.0594 0.177
H 2.2239 -0.5826 -0.7081 0.153
H 1.6662 0.2168 0.8652 0.215
H -0.2655 0.3025 -1.6038 0.204
```

The HOMO-LUMO gap comes out at 0.210 hartree. The relative energy (zero: lowest compared OMol25 entry of this formula, charge and spin) is 48.5 kcal/mol. Its multiplicity is 1. The value obtained for the HOMO energy is -0.07136 Ha. Its net charge is -1.



Density functional theory data (the ωB97M-V functional and the def2-TZVPD basis) for the ion C4H4NO2S with charge -1 at a distorted geometry.

Geometry as XYZ:
```
12
Properties=species:S:1:pos:R:3:nbo_charge:R:1
C 0.2446 -0.7899 0.0068 0.123
C -0.9145 0.2296 0.2007 0.576
C 0.2164 -1.5877 -1.2664 0.251
C -0.4414 1.5960 0.7666 -0.735
N 1.3183 -0.4843 0.6968 -0.655
O -2.1041 -0.0077 0.1435 -0.555
O -0.0073 -2.8208 -1.2755 -0.642
S 0.5185 -0.4989 -2.5076 -0.384
H -1.0775 2.0923 1.5090 0.207
H -0.2667 2.1177 -0.0868 0.226
H 0.5345 1.3890 1.2483 0.253
H 1.9792 -1.2353 0.5645 0.335
```

The HOMO-LUMO gap comes out at 0.286 hartree. The relative energy (zero: lowest compared OMol25 entry of this formula, charge and spin) is 8.7 kcal/mol. Its multiplicity is 1. The value obtained for the HOMO energy is -0.14868 Ha. Its net charge is -1. The SMILES is [H]/N=C(/C(C)=O)C([O-])=S.



Density functional theory data (the ωB97M-V functional and the def2-TZVPD basis) for the ion C4H4NO3S with charge -1 at a distorted geometry.

Geometry as XYZ:
```
13
Properties=species:S:1:pos:R:3:nbo_charge:R:1
C -0.4899 2.9905 1.8824 -0.661
C -0.9507 3.4302 0.7420 0.727
C 1.0998 0.8493 0.6513 0.560
C 0.3900 -1.0838 -1.2362 -0.258
N -0.1325 0.8085 0.2528 -0.411
O -1.2146 3.8250 -0.3467 -0.515
O 2.1470 0.2473 0.6466 -0.713
O -0.5502 -0.4320 -0.3852 -0.447
S 1.2535 2.6746 1.5063 -0.002
H -0.9300 2.5971 2.6529 0.219
H 0.9328 -0.2354 -1.7158 0.186
H -0.2494 -1.6402 -1.9515 0.150
H 0.9055 -1.8601 -0.7675 0.165
```

The HOMO-LUMO gap comes out at 0.278 hartree. The relative energy (zero: lowest compared OMol25 entry of this formula, charge and spin) is 115.1 kcal/mol. Its multiplicity is 1. The value obtained for the HOMO energy is -0.14267 Ha. Its net charge is -1. The SMILES is CO/N=C(\[O-])SC=C=O.



Density functional theory data (the ωB97M-V functional and the def2-TZVPD basis) for a structure of composition C4H4NiO5 at a distorted geometry.

Geometry as XYZ:
```
14
Properties=species:S:1:pos:R:3:nbo_charge:R:1
O -2.7329 -0.4581 -0.0271 -0.492
C -2.6786 0.8601 0.1744 0.960
C -1.3775 -0.9688 -0.0867 -0.116
O -3.6430 1.5424 0.4208 -0.592
O -1.4351 1.3122 0.0790 -0.513
C -0.5707 0.2551 -0.4781 -0.457
H -1.3336 -1.7768 -0.8252 0.204
H -1.1447 -1.3686 0.9113 0.180
H -0.6592 0.3772 -1.5728 0.186
O 2.7752 -0.8833 0.7597 -0.735
C 3.5932 0.0079 0.4020 0.623
O 3.1861 1.0303 -0.2149 -0.746
H 4.6680 -0.2587 0.3847 0.137
Ni 1.3527 0.3291 0.0729 1.361
```

The HOMO-LUMO gap (spin up / spin down) comes out at 0.376 / 0.286 hartree. The expectation value of S² is 2.005. The relative energy (zero: lowest compared OMol25 entry of this formula, charge and spin) is 0.0 kcal/mol. Its multiplicity is 3. The value obtained for the HOMO energy (spin up / spin down) is -0.37159 / -0.37452 Ha.



Density functional theory data (the ωB97M-V functional and the def2-TZVPD basis) for the molecule C4H4O at a distorted geometry.

Geometry as XYZ:
```
9
Properties=species:S:1:pos:R:3:nbo_charge:R:1
C 2.1649 0.4005 -0.4222 0.334
C -1.3184 -0.6287 -0.1584 -0.384
C 0.8916 0.4067 0.4233 -0.136
C -0.5394 0.4379 -0.2383 -0.206
O 1.7627 -0.6822 0.2040 -0.427
H 0.9087 0.7761 1.4319 0.193
H -0.7699 1.4771 -0.6576 0.217
H -0.7919 -1.4634 0.1024 0.196
H -2.3084 -0.7240 -0.6851 0.214
```

The HOMO-LUMO gap comes out at 0.378 hartree. The relative energy (zero: lowest compared OMol25 entry of this formula, charge and spin) is 90.6 kcal/mol. Its multiplicity is 1. The value obtained for the HOMO energy is -0.36378 Ha.



Density functional theory data (the ωB97M-V functional and the def2-TZVPD basis) for a cluster of 2 separate species, C4H4O in total at a distorted geometry.

Geometry as XYZ:
```
9
Properties=species:S:1:pos:R:3:nbo_charge:R:1
C -0.5930 -0.9214 0.6458 0.456
C 0.8132 0.2768 -0.7530 -0.455
C 0.6035 -0.1559 0.6296 -0.263
C -0.6020 -0.0406 -0.5188 0.007
O -1.2566 -1.7877 1.1344 -0.511
H 1.1251 1.3367 -0.8273 0.233
H 1.4914 -0.3374 -1.4725 0.226
H 0.7353 0.6078 1.4838 0.237
H -2.3167 1.0217 -0.3220 0.070
```

The HOMO-LUMO gap (spin up / spin down) comes out at 0.308 / 0.315 hartree. The relative energy (zero: lowest compared OMol25 entry of this formula, charge and spin) is 144.6 kcal/mol. Its multiplicity is 1. The value obtained for the HOMO energy (spin up / spin down) is -0.35257 / -0.34678 Ha.